Molecular formula: C4H12N4O2
Method: DFT, ωB97M-V with the def2-TZVPD basis set

Output
E_tot   -14390.308 eV
Kohn-Sham gap (spin up / spin down)   0.2625 / 0.2652 Eh
LUMO (spin up / spin down)   -0.0058 / -0.0035 Ha
Largest force on an atom   0.07904 hartree/bohr
ΔE to the lowest compared entry with this formula, charge and spin   195.9 kcal per mole

Positions of all 22 atoms, in Å:
C -1.4876 -0.9150 -1.7372
C -1.1352 0.2771 -0.8796
C 0.9235 1.5079 0.1568
C 0.1417 0.1344 -0.0241
N 0.1293 1.1764 2.8826
N 0.4981 -1.1997 1.8525
N -0.3183 -0.4024 1.2226
N 2.1415 1.4096 0.9374
O -0.1660 -2.1281 2.6601
O 0.6943 0.3817 3.5334
H -1.5040 -1.8118 -1.1841
H -0.8036 -0.9652 -2.6119
H -2.3805 -0.8904 -2.2554
H -1.9977 0.4209 -0.1693
H -1.1251 1.1825 -1.6661
H 0.2015 2.3462 0.4900
H 1.0938 1.9756 -0.8497
H 0.8322 -0.6747 -0.4383
H 1.4472 -1.6228 1.4644
H -0.4828 -1.7423 3.4287
H 2.4467 0.4934 0.8526
H 1.9389 1.4047 1.9214

Atomic partial charges in e from the Mulliken method, atoms 1 to 2:
1. C -1.4822
2. C -0.5625

---

Molecular formula: C4H12NO
Method: DFT, ωB97M-V with the def2-TZVPD basis set

Output
E_tot   -7869.717 eV
Charge   +1
Kohn-Sham gap   0.4341 Eh
LUMO   -0.1383 Ha
Largest force on an atom   0.09077 hartree/bohr
ΔE to the lowest compared entry with this formula, charge and spin   105.5 kcal per mole

Positions of all 18 atoms, in Å:
C -1.2816 1.4120 -0.0451
C -0.5447 -0.6711 -1.1103
C -0.5477 -0.5519 1.2369
C 2.1397 -0.0851 -0.0486
N -0.4119 0.2046 0.0343
O 1.0382 0.8127 0.1177
H -1.0590 1.9584 0.7779
H -0.9387 1.7866 -0.9672
H -2.3234 1.0283 -0.1589
H -1.6422 -0.9443 -1.3248
H -0.4248 -0.0491 -2.0453
H 0.0739 -1.5038 -1.0105
H 0.0655 -1.4284 1.4035
H -0.6016 0.1192 2.0706
H -1.5164 -1.0276 1.4216
H 2.3104 -0.7634 -0.9344
H 2.5663 -0.8352 0.7051
H 3.0980 0.5380 -0.1222

Atomic partial charges in e from the Mulliken method, atoms 1 to 2:
1. C -0.8586
2. C -0.8832

---

Molecular formula: C4H12NO
Method: DFT, ωB97M-V with the def2-TZVPD basis set

Output
E_tot   -7873.731 eV
Charge   +1
Kohn-Sham gap   0.4337 Eh
LUMO   -0.1237 Ha
Largest force on an atom   0.04234 hartree/bohr
ΔE to the lowest compared entry with this formula, charge and spin   12.9 kcal per mole

Positions of all 18 atoms, in Å:
C -0.3938 0.0557 1.7425
C -0.6167 0.4980 0.3343
C 0.6844 0.5769 -0.5238
C 1.6052 -0.6177 -0.4112
O 0.1745 0.6631 -1.8679
N -1.5340 -0.4057 -0.4271
H -0.1318 0.8060 2.4912
H 0.3289 -0.7458 1.8906
H -1.3161 -0.3367 2.1888
H -1.0227 1.4996 0.2311
H 1.2146 1.4751 -0.2062
H 2.2201 -0.6282 0.4840
H 2.3021 -0.5390 -1.2487
H 1.0595 -1.5525 -0.5461
H 0.8025 1.2015 -2.3712
H -1.6171 -0.1521 -1.4054
H -2.4708 -0.4054 -0.0136
H -1.2889 -1.3928 -0.3412

Atomic partial charges in e from the Mulliken method, atoms 1 to 2:
1. C -1.3961
2. C 0.1420

---

Molecular formula: C4H12NO
Method: DFT, ωB97M-V with the def2-TZVPD basis set

Output
E_tot   -7871.296 eV
Charge   +1
Kohn-Sham gap   0.3854 Eh
LUMO   -0.1529 Ha
Largest force on an atom   0.06222 hartree/bohr
ΔE to the lowest compared entry with this formula, charge and spin   69.1 kcal per mole

Positions of all 18 atoms, in Å:
C -2.0106 0.6330 -0.1320
C -0.6110 0.2485 -1.9874
C -0.2319 -0.9878 0.0037
C 2.1368 -0.4189 1.6689
N -0.9392 -0.1529 -0.6613
O 1.4070 0.3819 0.7572
H -2.2693 0.3596 0.9647
H -1.8895 1.7520 -0.3082
H -2.8570 0.3860 -0.7726
H -1.5708 0.5351 -2.5205
H 0.1298 1.1569 -1.9380
H -0.1745 -0.6546 -2.5460
H -0.4659 -1.3444 1.0400
H 0.6811 -1.5476 -0.1850
H 1.6251 1.3969 0.7611
H 1.5911 -0.3261 2.6692
H 3.1518 0.0703 1.8488
H 2.2970 -1.4881 1.3374

Atomic partial charges in e from the Mulliken method, atoms 1 to 2:
1. C -0.8330
2. C -0.8774

---

Molecular formula: C4H12NO
Method: DFT, ωB97M-V with the def2-TZVPD basis set

Output
E_tot   -7870.360 eV
Charge   +1
Kohn-Sham gap   0.3488 Eh
LUMO   -0.1537 Ha
Largest force on an atom   0.08075 hartree/bohr
ΔE to the lowest compared entry with this formula, charge and spin   90.7 kcal per mole

Positions of all 18 atoms, in Å:
C 0.8619 -2.2547 1.0913
C 0.9284 -1.5502 -0.2242
C -0.0739 -0.3219 -0.1220
C 0.4080 0.6060 0.6850
N -0.1670 2.0683 0.7441
H 1.0159 -1.5759 1.9757
H -0.0988 -2.5686 1.2599
H 1.5005 -3.1065 1.1675
H 1.9802 -1.2224 -0.4238
H 0.6453 -2.3747 -0.9227
H -1.0219 -0.7493 -0.2638
H 0.7234 0.2529 1.6880
H 0.0227 2.4597 -0.1806
H 0.3047 2.4606 1.5905
H -1.1416 2.0932 0.8919
H -2.2149 1.0313 -1.4273
H -1.7735 1.4465 -2.8445
O -1.4400 1.0625 -2.0375

Atomic partial charges in e from the Mulliken method, atoms 1 to 2:
1. C -1.1840
2. C -0.3477

---

Molecular formula: C4H12NO
Method: DFT, ωB97M-V with the def2-TZVPD basis set

Output
E_tot   -7871.228 eV
Charge   +1
Kohn-Sham gap   0.4097 Eh
LUMO   -0.1284 Ha
Largest force on an atom   0.06619 hartree/bohr
ΔE to the lowest compared entry with this formula, charge and spin   70.6 kcal per mole

Positions of all 18 atoms, in Å:
C -1.5140 -0.7864 1.3689
C -1.1261 -0.9540 -0.2407
N 0.3802 -1.0536 -0.3380
C 1.0624 0.1316 -0.9847
C 1.0914 1.4614 0.0179
O 1.3177 2.7102 -0.7308
H -0.9554 0.0962 1.8957
H -2.6828 -0.7210 1.4249
H -1.1458 -1.8030 1.8752
H -1.6146 -0.1416 -0.9270
H -1.5510 -2.0286 -0.5418
H 0.7425 -1.1809 0.6431
H 0.6065 -1.8961 -0.9275
H 0.6814 0.3749 -2.0672
H 2.2093 -0.1737 -1.1101
H 0.0646 1.5099 0.5802
H 2.0111 1.2624 0.7520
H 0.4227 3.1925 -0.6899

Atomic partial charges in e from the Mulliken method, atoms 1 to 2:
1. C -0.9917
2. C -0.4291

---

Repeat the first record exactly.
Molecular formula: C4H12N4O2
Method: DFT, ωB97M-V with the def2-TZVPD basis set

Output
E_tot   -14390.308 eV
Kohn-Sham gap (spin up / spin down)   0.2625 / 0.2652 Eh
LUMO (spin up / spin down)   -0.0058 / -0.0035 Ha
Largest force on an atom   0.07904 hartree/bohr
ΔE to the lowest compared entry with this formula, charge and spin   195.9 kcal per mole

Positions of all 22 atoms, in Å:
C -1.4876 -0.9150 -1.7372
C -1.1352 0.2771 -0.8796
C 0.9235 1.5079 0.1568
C 0.1417 0.1344 -0.0241
N 0.1293 1.1764 2.8826
N 0.4981 -1.1997 1.8525
N -0.3183 -0.4024 1.2226
N 2.1415 1.4096 0.9374
O -0.1660 -2.1281 2.6601
O 0.6943 0.3817 3.5334
H -1.5040 -1.8118 -1.1841
H -0.8036 -0.9652 -2.6119
H -2.3805 -0.8904 -2.2554
H -1.9977 0.4209 -0.1693
H -1.1251 1.1825 -1.6661
H 0.2015 2.3462 0.4900
H 1.0938 1.9756 -0.8497
H 0.8322 -0.6747 -0.4383
H 1.4472 -1.6228 1.4644
H -0.4828 -1.7423 3.4287
H 2.4467 0.4934 0.8526
H 1.9389 1.4047 1.9214

Atomic partial charges in e from the Mulliken method, atoms 1 to 2:
1. C -1.4822
2. C -0.5625

---

Among the records above, which one has the highest largest force on an atom? number 2